[1]
The following is a quantum chemistry calculation of one molecule with the formula C17H16FN3O2, from OMol25.

```
39
Properties=species:S:1:pos:R:3:forces:R:3
C -1.13991 1.55769 -2.75351 -0.06 0.02 -0.01
C -1.30550 1.13631 -1.34257 -0.06 -0.26 0.04
N -2.14666 0.24026 -0.95258 -0.31 -0.14 -0.71
N -1.97920 0.10925 0.39028 0.46 0.51 0.02
C -0.97726 0.91006 0.85536 -0.26 0.04 0.12
O -0.58123 1.03089 1.98982 0.33 0.05 0.52
N -0.55123 1.60300 -0.28625 -0.46 -0.44 0.10
C 0.47516 2.56166 -0.28369 0.37 0.36 0.03
C 1.62698 2.31828 0.45902 -0.14 0.03 -0.13
C 2.64239 3.25457 0.48585 0.05 0.23 -0.10
C 2.49450 4.42401 -0.23835 -0.12 -0.08 -0.03
C 1.35297 4.68875 -0.97313 0.27 0.06 0.05
C 0.33524 3.75364 -0.98764 0.01 -0.22 0.19
H -0.57235 3.95992 -1.53171 -0.10 0.01 -0.04
H 1.26484 5.61767 -1.51364 0.02 0.09 -0.04
F 3.48792 5.33557 -0.22532 -0.07 -0.07 0.01
H 3.54104 3.08660 1.05724 0.10 0.00 0.05
H 1.71207 1.40472 1.02424 0.00 -0.07 0.04
C -2.66786 -0.89544 1.14730 0.13 -0.50 -0.08
H -2.34127 -0.77438 2.18272 -0.11 0.00 -0.09
H -3.74786 -0.74299 1.06711 0.09 -0.02 0.06
C -2.31295 -2.29475 0.64166 -0.34 0.18 0.01
O -0.93891 -2.49330 0.88196 0.17 0.01 0.06
C -0.36493 -3.67109 0.50706 0.16 -0.08 -0.02
C 0.99801 -3.79161 0.78163 -0.15 0.13 0.02
C 1.67652 -4.94417 0.44647 -0.02 0.06 0.02
C 1.01080 -5.99435 -0.16753 -0.01 -0.17 -0.08
C -0.33845 -5.87593 -0.44076 0.12 -0.08 -0.01
C -1.03240 -4.72296 -0.10885 -0.24 0.27 0.06
H -2.08566 -4.65871 -0.33360 -0.08 0.04 -0.01
H -0.86713 -6.68805 -0.91817 -0.04 -0.06 -0.04
H 1.54171 -6.89698 -0.42891 0.04 -0.08 -0.02
H 2.73076 -5.02587 0.66575 0.09 0.01 0.02
H 1.49658 -2.96474 1.26241 0.06 0.10 0.06
H -2.53078 -2.35291 -0.43341 0.01 -0.06 0.14
H -2.91555 -3.04018 1.17796 0.05 0.06 -0.07
H -1.49490 0.75782 -3.39713 0.00 -0.02 -0.02
H -1.72909 2.44932 -2.96516 0.04 0.08 -0.05
H -0.09444 1.76953 -2.96693 0.02 0.01 -0.08
```
Forces are in eV/Å.

Gap between HOMO and LUMO: 0.33582 Eh
SMILES string: Cc1nn(CCOc2ccccc2)c(=O)n1-c1ccc(F)cc1
ΔE to the lowest compared entry with this formula, charge and spin: 0.0 kcal per mole
Energy: -1072.04284 hartree
E_LUMO: 0.7 eV
F_max: 0.8 eV/A


[2]
The following is a quantum chemistry calculation of C21H16CrN9O2S2 as an isolated structure at a distorted geometry, from OMol25.

```
51
Properties=species:S:1:pos:R:3:forces:R:3
Cr 0.66649 0.01051 -0.92912 -0.10 -1.12 0.51
C 0.33535 1.16966 4.46423 -0.07 -0.05 0.02
C -0.90242 0.66532 4.09747 -0.07 0.09 0.12
C -1.20459 0.45173 2.76618 0.21 -0.07 -0.31
C -0.24968 0.73191 1.78821 0.10 0.05 1.43
C 1.00095 1.22883 2.15970 -0.18 0.04 -0.21
C 1.28443 1.44885 3.49371 -0.05 0.13 0.01
N -0.55411 0.54388 0.43376 -3.05 0.81 0.59
N -1.77597 0.84725 0.15368 1.34 -0.25 1.23
C -2.02999 0.82969 -1.18476 0.12 -0.04 -1.48
C -3.28655 1.18879 -1.68645 0.22 -0.09 0.39
C -3.44864 1.28883 -3.05064 -0.17 0.07 -0.11
C -2.37672 1.04701 -3.90143 0.07 -0.14 0.02
C -1.14541 0.64804 -3.39354 -0.05 0.10 -0.31
C -0.94363 0.53841 -2.03256 -0.21 0.05 0.03
H 0.55866 1.34463 5.50572 0.03 -0.01 0.09
H -1.64519 0.45733 4.85292 -0.04 -0.09 0.06
H -2.15719 0.04808 2.45413 -0.02 0.00 0.08
H 1.73258 1.47045 1.39973 -0.05 -0.03 0.07
H 2.24261 1.85450 3.78120 0.11 -0.02 -0.02
H -4.09726 1.38181 -1.00199 -0.16 0.02 0.09
H -4.41098 1.55022 -3.46315 -0.09 0.07 -0.02
H -2.51112 1.15076 -4.96757 -0.03 -0.01 -0.14
H -0.33576 0.42206 -4.07908 0.00 -0.03 -0.10
S -0.29536 -2.08788 -1.22228 -0.10 0.52 -0.33
C 0.36348 -3.10206 0.01974 0.28 -0.13 0.35
C -0.17880 -4.37135 0.19448 0.18 0.18 0.12
C 0.31583 -5.21948 1.17333 0.55 0.86 -0.01
C -0.30012 -6.47310 1.37984 -0.15 -0.40 0.08
N -0.84098 -7.46901 1.55244 -0.18 -0.40 0.03
C 1.40390 -4.79724 1.97211 -0.56 0.33 -0.74
C 1.95006 -3.53333 1.79527 -0.15 -0.09 -0.11
C 1.43610 -2.67015 0.82825 -0.36 -0.32 -0.30
S 2.14121 -1.11353 0.58863 0.62 0.44 -0.15
C 1.94784 -5.69615 2.91470 0.25 -0.27 0.46
N 2.39271 -6.43774 3.66810 0.15 -0.19 0.25
H -0.98429 -4.68769 -0.45039 -0.13 -0.08 0.05
H 2.78564 -3.20876 2.39968 0.01 -0.06 0.03
N -0.01934 3.28146 0.07321 -0.10 0.18 0.05
N 0.40747 3.89676 -1.10147 -0.11 -0.10 -0.24
C 1.11342 3.20737 -2.02563 -0.14 1.14 -0.56
N 1.41974 3.80855 -3.18089 0.03 -0.33 0.07
N 1.47640 1.96640 -1.74741 0.13 -1.05 1.27
N 2.05680 1.19070 -2.66984 0.37 0.45 -1.33
O 1.87056 -0.01970 -2.41514 1.72 0.38 -2.00
O 2.66714 1.60887 -3.65968 -0.49 -0.89 1.04
H -1.01034 3.04370 0.05684 0.21 0.14 -0.20
H 0.17814 3.86343 0.87977 0.16 -0.05 -0.16
H 0.01318 4.79472 -1.36957 0.20 -0.26 -0.03
H 0.96501 4.65162 -3.47982 -0.02 0.09 0.09
H 1.97873 3.25508 -3.83467 -0.25 0.38 0.22
```
Forces are in eV/Å.

Gap between HOMO and LUMO (spin up / spin down): 0.19594 / 0.20171 Eh
Spin multiplicity: 4
ΔE to the lowest compared entry with this formula, charge and spin: 17.3 kcal per mole
Energy: -3293.84187 hartree
E_LUMO (spin up / spin down): -1.7 / -1.8 eV
F_max: 3.2 eV/A


[3]
The following is a quantum chemistry calculation of a 3-piece molecular cluster, C4H6IN overall at a distorted geometry, from OMol25.

```
12
Properties=species:S:1:pos:R:3:forces:R:3
C -1.53151 0.60618 -2.75538 0.13 0.36 0.14
C -1.44693 1.68578 -2.25121 -0.09 -0.32 -0.13
C 0.61548 -1.68279 1.18173 -0.28 -0.49 0.11
C 0.33935 -0.66661 0.18636 0.61 -0.45 0.73
N 1.36454 -0.42227 0.86794 -0.27 0.19 -0.78
I 1.23791 1.90779 3.28206 -0.14 0.61 0.71
H -1.56377 -0.33645 -3.21643 -0.09 -0.52 -0.26
H 1.52165 0.87390 2.10349 0.19 -0.33 -0.44
H -1.39535 2.64063 -1.81384 0.05 0.46 0.23
H 0.05743 -1.69577 2.11058 -0.02 0.00 0.05
H 1.08095 -2.62112 0.89926 0.05 0.06 0.02
H -0.27974 -0.28927 -0.59457 -0.14 0.44 -0.38
```
Forces are in eV/Å.

Gap between HOMO and LUMO: 0.36982 Eh
SMILES string: C1=NC1.C#C.I
ΔE to the lowest compared entry with this formula, charge and spin: 89.6 kcal per mole
Energy: -508.28988 hartree
E_LUMO: 0.6 eV
F_max: 1.1 eV/A


[4]
The following is a quantum chemistry calculation of C20H18Br27NO5S as an isolated structure at a distorted geometry, from OMol25.

```
72
Properties=species:S:1:pos:R:3:forces:R:3
O 4.19446 -3.36792 -2.96328 -2.42 0.12 4.35
C 3.53994 -3.37413 -1.88101 2.19 0.31 -3.49
C 3.80593 -2.27434 -0.71420 -0.24 -1.74 0.10
N 3.81714 -0.89154 -1.28775 0.34 0.27 -0.95
C 3.76455 0.21418 -0.27887 0.03 0.72 1.06
O 4.70610 0.93873 0.10484 -3.64 -3.14 -1.52
C 2.21293 0.20296 0.09167 -3.79 0.31 0.52
C 1.42991 0.68585 1.33186 -1.39 -1.87 -3.55
C -0.12353 0.44212 1.31739 1.58 -0.86 -2.12
C -0.89230 -0.23392 0.15616 3.36 0.75 -0.27
C -2.46919 -0.45708 0.30131 1.60 -1.38 0.44
S -3.49904 0.55146 -0.86475 -1.24 5.72 0.92
O -4.57585 1.20756 -0.01411 2.34 -2.68 -2.22
O -2.70390 1.58773 -1.61982 -1.38 -3.65 1.47
C -0.08964 -0.67811 -1.12668 2.12 1.83 3.13
C 1.43039 -0.43864 -1.09661 -0.79 0.89 2.11
C 2.59325 -0.75018 -2.14386 -1.98 0.35 -1.54
O 2.48781 -0.80749 -3.38440 0.81 -0.05 4.75
H 2.74130 -4.19557 -1.78486 0.91 1.15 0.48
H 2.96778 -2.43569 0.06498 1.21 0.43 -1.01
H 4.81208 -2.58270 -0.24597 -1.42 0.81 -0.72
H 1.99067 1.18503 2.18754 -1.14 -0.85 -1.27
H -0.71943 0.77509 2.23586 0.95 -0.54 -1.52
H -2.68794 -1.57323 0.09859 0.17 1.75 0.20
H -2.79871 -0.23631 1.38587 0.31 -0.04 -1.99
H -4.13724 -0.32579 -1.76410 0.79 0.39 0.79
H -0.58015 -1.15049 -2.03572 0.72 0.74 1.40
C 2.16888 -2.97869 -6.61475 0.08 0.13 0.13
Br 0.33910 -3.52430 -6.26995 0.32 0.06 -0.09
Br 3.37722 -4.49542 -6.65547 -0.21 0.29 -0.05
Br 2.31016 -1.90168 -8.22120 -0.05 -0.28 0.30
H 2.47636 -2.34891 -5.78027 -0.07 -0.17 -0.18
C -5.67433 3.41668 2.54438 -0.24 -2.74 0.79
Br -4.61244 1.84774 2.97655 -0.15 0.26 0.50
Br -7.57336 3.02156 2.51587 0.64 0.18 0.13
Br -5.26520 4.91040 3.73667 0.93 -4.85 7.71
H -5.39878 3.71636 1.54046 0.21 -0.77 0.36
C -8.94139 -1.01850 2.73730 0.08 0.03 0.09
Br -10.42022 -0.19078 1.79332 0.29 -0.14 0.14
Br -9.21909 -2.92215 2.98675 0.03 0.35 -0.09
Br -7.24195 -0.64274 1.88260 -0.35 -0.16 0.06
H -8.90528 -0.56941 3.72869 -0.01 -0.11 -0.27
C -5.47589 6.88512 0.13696 -0.30 0.00 -1.07
Br -6.97632 8.11465 0.03282 0.19 -0.15 0.01
Br -5.57706 5.74419 1.72775 -0.76 8.05 -8.16
Br -5.28056 5.84482 -1.49494 0.00 0.13 0.04
H -4.57523 7.49075 0.23655 -0.23 -0.14 -0.03
C 4.06421 -7.65889 -4.54605 0.01 0.09 -0.13
Br 3.32970 -7.71983 -2.75114 0.15 0.00 -0.29
Br 5.77749 -6.75211 -4.59232 -0.35 -0.21 0.05
Br 4.15982 -9.42323 -5.34605 0.00 0.33 0.21
H 3.37595 -7.07097 -5.15184 0.16 -0.14 0.19
C -10.39071 5.37023 4.65146 0.06 0.03 0.12
Br -11.86716 6.62756 4.64414 0.29 -0.26 -0.05
Br -10.77316 3.80619 3.56784 -0.11 0.30 0.18
Br -8.72326 6.21667 4.13794 -0.42 -0.08 0.05
H -10.27094 5.02552 5.67723 -0.04 0.08 -0.29
C 3.05921 4.33420 2.59761 0.10 0.07 -0.07
Br 4.11148 2.76122 3.02400 -0.17 0.35 0.01
Br 1.15938 3.94511 2.57697 0.28 0.19 0.07
Br 3.47651 5.82371 3.76712 -0.10 -0.34 -0.20
H 3.33459 4.63517 1.58799 -0.09 -0.10 0.27
C 8.30640 0.68913 -0.18998 -0.17 0.03 -0.11
Br 8.20507 1.49292 1.57245 0.06 -0.16 -0.31
Br 9.52134 1.65496 -1.35384 -0.18 -0.19 0.25
Br 8.74143 -1.19953 -0.09887 -0.13 0.62 0.06
H 7.31332 0.76560 -0.63160 0.22 0.00 0.16
C 8.75965 -5.24966 1.47200 0.09 -0.05 0.06
Br 9.19488 -4.18689 3.03468 -0.13 -0.17 -0.35
Br 6.89064 -5.76942 1.45053 0.32 0.14 -0.02
Br 9.27795 -4.35934 -0.17116 -0.07 -0.46 0.28
H 9.34446 -6.16580 1.53630 -0.17 0.25 -0.03
```
Forces are in eV/Å.

Gap between HOMO and LUMO: 0.25978 Eh
Energy: -71099.89429 hartree
E_LUMO: -1.5 eV
F_max: 11.5 eV/A


Molar mass (g/mol)
313.33; 542.55; 195.00; 2541.84